The following is a quantum chemistry calculation of an isolated molecule of C21H17Cl2N5O3S in a non-equilibrium geometry, from the Open Molecules 2025 dataset.

Each line ends with the Mulliken charge.
Cartesian coordinates (Å):
C (4.038, 1.467, -4.053)  -1.140
C (4.076, -0.009, -3.768)  -0.471
N (4.966, -0.174, -2.589)  0.094
C (6.301, 0.058, -2.623)  -0.014
N (6.744, 0.164, -1.409)  -0.716
N (5.696, -0.014, -0.554)  -0.366
C (4.597, -0.193, -1.260)  0.164
C (3.244, -0.405, -0.749)  0.973
C (2.323, -1.307, -1.269)  -0.655
C (1.045, -1.429, -0.663)  -0.047
Cl (-0.118, -2.562, -1.301)  -0.221
N (0.712, -0.769, 0.436)  -0.406
C (1.619, 0.057, 1.000)  0.356
O (1.375, 0.730, 2.175)  -0.408
C (0.122, 0.696, 2.712)  0.202
C (0.012, 0.094, 3.970)  -0.489
C (-1.211, -0.033, 4.572)  -0.737
C (-2.371, 0.482, 3.978)  -0.759
C (-2.264, 1.200, 2.778)  0.308
N (-3.369, 1.904, 2.314)  -0.261
S (-3.902, 1.941, 0.709)  1.170
O (-2.815, 2.404, -0.188)  -0.629
O (-5.112, 2.779, 0.742)  -0.681
C (-4.340, 0.235, 0.306)  -0.089
C (-3.287, -0.719, 0.052)  0.028
C (-3.594, -2.023, -0.303)  -0.778
C (-4.910, -2.445, -0.285)  0.352
Cl (-5.267, -4.105, -0.686)  -0.221
C (-5.937, -1.560, 0.013)  -0.620
C (-5.655, -0.214, 0.283)  -0.144
C (-1.016, 1.280, 2.146)  0.117
C (2.925, 0.197, 0.454)  -0.756
H (3.498, 1.620, -4.982)  0.420
H (3.500, 2.043, -3.289)  0.292
H (5.039, 1.905, -4.210)  0.317
H (3.076, -0.403, -3.662)  0.296
H (4.489, -0.504, -4.653)  0.365
H (6.868, 0.168, -3.531)  0.457
H (2.583, -1.943, -2.105)  0.697
H (0.839, -0.334, 4.529)  0.453
H (-1.269, -0.596, 5.502)  0.353
H (-3.342, 0.441, 4.487)  0.304
H (-4.195, 1.799, 2.899)  0.311
H (-2.230, -0.438, 0.069)  0.240
H (-2.836, -2.704, -0.604)  0.423
H (-6.946, -1.964, -0.023)  0.397
H (-6.492, 0.480, 0.410)  0.433
H (-0.830, 1.834, 1.264)  0.598
H (3.623, 0.867, 0.956)  0.490

The HOMO energy comes out at -8.989 eV. The calculation puts the strongest force on any atom at 3.25 eV Å⁻¹. The energy relative to the best compared isomer or geometry (same formula, charge and spin) is 3.4 kJ/mol. Its structure (SMILES) is CCn1cnnc1-c1cc(Cl)nc(Oc2cccc(NS(=O)(=O)c3ccc(Cl)cc3)c2)c1.